1.
The following is a DFT calculation (ωB97M-V/def2-TZVPD) of a structure of composition C38H34ClFeN7O2.

Last column: Löwdin charge in e.
Geometry (Å):
1 Fe 0.14 0.11 0.06  0.84
2 Cl 3.65 -4.80 4.04  0.67
3 C 2.93 -3.82 2.80  -0.68
4 C 3.65 -3.52 1.64  -0.09
5 C 3.09 -2.76 0.65  0.00
6 C 1.79 -2.21 0.77  -0.38
7 O 1.31 -1.47 -0.17  -0.16
8 C 1.08 -2.53 1.96  -0.16
9 C -0.31 -2.15 2.10  -0.05
10 N -0.88 -1.19 1.44  0.05
11 C -2.29 -1.26 1.40  -0.21
12 C -3.12 -1.24 2.48  -0.01
13 C -4.51 -1.47 2.32  -0.06
14 C -5.03 -1.76 1.10  -0.03
15 C -4.19 -1.78 -0.05  -0.16
16 C -4.65 -2.09 -1.35  -0.01
17 C -3.78 -2.08 -2.39  -0.04
18 C -2.43 -1.71 -2.14  -0.12
19 N -1.96 -1.43 -0.96  0.12
20 C -2.83 -1.48 0.09  -0.17
21 C 1.65 -3.35 2.94  -0.06
22 H 4.66 -3.91 1.54  0.11
23 H 3.65 -2.55 -0.26  0.11
24 H -0.93 -2.79 2.72  0.15
25 H -2.71 -1.07 3.47  0.12
26 H -5.15 -1.45 3.20  0.11
27 H -6.09 -1.97 0.98  0.12
28 H -5.69 -2.35 -1.50  0.12
29 H -4.09 -2.33 -3.39  0.11
30 H -1.73 -1.66 -2.97  0.12
31 H 1.07 -3.61 3.82  0.12
32 C -0.34 3.14 -6.71  -0.03
33 C -0.57 2.70 -5.30  -0.24
34 C -1.70 3.13 -4.58  -0.02
35 C -1.88 2.75 -3.28  0.01
36 C -0.98 1.87 -2.61  -0.19
37 N -1.19 1.41 -1.36  0.11
38 C -2.45 1.62 -0.78  -0.23
39 C -3.63 1.25 -1.42  -0.04
40 C -4.85 1.31 -0.77  -0.02
41 C -4.94 1.74 0.55  -0.26
42 C -6.25 1.77 1.28  -0.03
43 C -3.77 2.12 1.19  0.03
44 C -2.55 2.08 0.54  -0.12
45 N -1.41 2.60 1.21  -0.06
46 C -1.38 3.70 2.01  -0.03
47 C -0.06 3.96 2.29  -0.03
48 C 0.65 2.97 1.60  -0.13
49 N -0.16 2.16 0.95  0.03
50 C 0.21 1.52 -3.32  -0.09
51 C 0.37 1.92 -4.64  0.03
52 N 1.26 0.79 -2.72  -0.07
53 C 2.25 0.13 -3.37  -0.04
54 C 3.30 -0.02 -2.50  -0.02
55 C 2.85 0.59 -1.32  -0.13
56 N 1.63 1.07 -1.44  0.05
57 H -1.29 3.23 -7.25  0.09
58 H 0.30 2.44 -7.25  0.08
59 H 0.14 4.12 -6.73  0.10
60 H -2.41 3.79 -5.05  0.12
61 H -2.73 3.13 -2.73  0.12
62 H -3.58 0.86 -2.42  0.12
63 H -5.75 1.00 -1.29  0.12
64 H -7.05 1.32 0.69  0.08
65 H -6.55 2.79 1.52  0.09
66 H -6.18 1.22 2.22  0.08
67 H -3.81 2.45 2.22  0.13
68 H -2.28 4.22 2.27  0.13
69 H 0.33 4.77 2.88  0.11
70 H 1.71 2.80 1.55  0.12
71 H 1.29 1.67 -5.15  0.12
72 H 2.14 -0.18 -4.39  0.13
73 H 4.23 -0.52 -2.68  0.11
74 H 3.36 0.66 -0.37  0.12
75 C 3.05 0.63 4.07  -0.06
76 C 1.72 0.50 3.36  -0.28
77 O 1.89 0.40 1.94  -0.14
78 H 2.91 0.70 5.14  0.08
79 H 3.59 1.52 3.73  0.08
80 H 3.68 -0.24 3.88  0.08
81 H 1.09 1.37 3.53  0.10
82 H 1.18 -0.38 3.72  0.11
83 H 2.57 -0.26 1.78  0.08

Values from the calculation:
E: -3725.977029 Ha
total charge: +1
frontier orbital gap (spin up / spin down): 7.47 / 5.45 eV
relative energy (zero: lowest compared OMol25 entry of this formula, charge and spin): 2.0 kcal/mol
multiplicity: 6
expectation value of S²: 8.803

---

2.
The following is a DFT calculation (ωB97M-V/def2-TZVPD) of the molecule C5H8N2 in a non-equilibrium geometry.

Last column: Löwdin charge in e.
Geometry (Å):
1 C -2.58 -0.64 -0.24  -0.13
2 N -1.43 0.18 0.07  -0.01
3 C -0.28 -0.34 0.06  -0.16
4 C 0.95 0.52 0.36  -0.33
5 C 2.27 -0.20 0.03  -0.07
6 C 0.71 1.87 -0.15  -0.21
7 N 0.38 2.96 -0.35  0.15
8 H -3.13 -0.18 -1.07  0.08
9 H -3.25 -0.64 0.63  0.08
10 H -2.35 -1.69 -0.51  0.07
11 H -0.09 -1.40 -0.19  0.13
12 H 1.00 0.75 1.44  0.15
13 H 3.12 0.48 0.06  0.08
14 H 2.26 -0.72 -0.93  0.08
15 H 2.42 -0.97 0.80  0.08

Values from the calculation:
E: -304.789277 Ha
total charge: 0
frontier orbital gap: 10.93 eV
relative energy (zero: lowest compared OMol25 entry of this formula, charge and spin): 29.0 kcal/mol
multiplicity: 1
SMILES string: C/N=C/[C@@H](C)C#N

---

3.
The following is a DFT calculation (ωB97M-V/def2-TZVPD) of a structure of composition Cl3NO3Pt.

Last column: Löwdin charge in e.
Geometry (Å):
1 Pt 1.62 13.03 -12.80  0.40
2 N 0.98 15.81 -12.96  -0.64
3 O 1.48 15.22 -13.94  -0.15
4 O 1.06 17.04 -12.84  -0.05
5 O 0.49 15.12 -12.05  -0.15
6 Cl 3.67 11.75 -13.47  -0.49
7 Cl 1.37 12.29 -10.39  -0.47
8 Cl -0.13 11.92 -14.14  -0.45

Values from the calculation:
E: -1780.345239 Ha
total charge: -2
frontier orbital gap (spin up / spin down): 7.40 / 7.72 eV
multiplicity: 3
expectation value of S²: 2.004

---

4.
The following is a DFT calculation (ωB97M-V/def2-TZVPD) of a cluster of 7 separate species, C20H38F2N4O14S in total in a non-equilibrium geometry.

Last column: Löwdin charge in e.
Geometry (Å):
1 O 3.37 -2.93 3.27  0.12
2 C 2.16 -2.96 2.99  -0.43
3 O 1.58 -2.98 1.74  0.04
4 C 0.21 -3.18 1.88  -0.09
5 C -0.11 -3.19 3.42  -0.25
6 F -0.56 -4.47 3.78  0.02
7 O 1.15 -2.98 3.97  0.10
8 H -0.45 -2.51 1.33  0.10
9 H -0.03 -4.13 1.40  0.12
10 H -0.86 -2.48 3.75  0.16
11 O -4.87 6.88 -1.17  0.14
12 C -3.91 6.27 -1.60  -0.52
13 O -3.90 5.22 -2.51  0.07
14 C -2.62 4.64 -2.53  -0.08
15 C -1.74 5.67 -1.84  -0.31
16 F -1.31 6.46 -2.78  0.11
17 O -2.69 6.46 -1.13  0.14
18 H -2.59 3.64 -2.11  0.13
19 H -2.49 4.53 -3.61  0.14
20 H -0.89 5.30 -1.27  0.16
21 O 2.10 -5.59 0.37  -0.23
22 S 2.37 -5.06 -0.95  0.72
23 O 2.08 -5.88 -2.10  -0.22
24 O 1.78 -3.56 -1.19  -0.20
25 C 2.80 -2.67 -1.41  -0.22
26 C 4.05 -3.20 -0.73  -0.21
27 O 3.96 -4.56 -0.87  -0.16
28 H 2.86 -2.52 -2.49  0.14
29 H 2.44 -1.71 -1.03  0.13
30 H 4.08 -2.91 0.32  0.12
31 H 4.98 -2.78 -1.11  0.14
32 C -0.62 -0.74 -4.51  -0.08
33 N -0.37 0.65 -4.49  -0.01
34 C 0.46 1.37 -5.25  -0.51
35 C 0.59 2.81 -4.81  -0.02
36 O 1.10 0.90 -6.23  0.00
37 H -1.55 -0.88 -3.96  0.08
38 H 0.25 -1.27 -4.13  0.08
39 H -0.71 -1.23 -5.48  0.09
40 H -0.84 1.21 -3.78  0.11
41 H -0.28 3.28 -4.35  0.05
42 H 0.78 3.49 -5.64  0.08
43 H 1.42 3.05 -4.15  0.08
44 C -4.46 -1.90 -0.65  -0.05
45 N -4.42 -3.10 0.19  0.02
46 C -3.51 -3.25 1.19  -0.51
47 C -3.17 -4.52 1.76  -0.01
48 O -3.10 -2.17 1.75  -0.04
49 H -3.66 -1.93 -1.38  0.07
50 H -4.23 -1.02 -0.05  0.08
51 H -5.41 -1.86 -1.19  0.09
52 H -4.97 -3.89 -0.12  0.14
53 H -3.21 -4.59 2.84  0.10
54 H -2.15 -4.75 1.44  0.08
55 H -3.76 -5.38 1.44  0.09
56 C 2.68 3.27 5.85  -0.06
57 N 2.66 1.94 5.15  0.01
58 C 2.03 1.72 3.91  -0.54
59 C 2.01 0.31 3.37  0.00
60 O 1.41 2.60 3.39  0.06
61 H 1.81 3.35 6.50  0.08
62 H 2.68 4.06 5.10  0.08
63 H 3.56 3.49 6.46  0.08
64 H 3.09 1.21 5.70  0.12
65 H 1.05 -0.10 3.70  0.09
66 H 2.81 -0.32 3.76  0.08
67 H 2.14 0.25 2.29  0.08
68 C -0.52 0.09 -0.08  -0.03
69 N 0.28 1.25 0.31  0.03
70 C 0.49 2.26 -0.51  -0.49
71 C 1.40 3.45 -0.06  0.02
72 O 0.07 2.18 -1.72  -0.05
73 H -0.89 -0.36 0.85  0.08
74 H 0.12 -0.65 -0.56  0.07
75 H -1.19 0.32 -0.90  0.08
76 H 0.49 1.33 1.29  0.11
77 H 1.88 3.75 -0.99  0.08
78 H 2.13 3.22 0.71  0.07
79 H 0.73 4.25 0.24  0.07

Values from the calculation:
E: -2655.175964 Ha
total charge: 0
frontier orbital gap: 9.48 eV
relative energy (zero: lowest compared OMol25 entry of this formula, charge and spin): 20.0 kcal/mol
multiplicity: 1
SMILES string: O=C1OC[C@@H](F)O1.O=C1OC[C@@H](F)O1.O=S1(=O)OCCO1.CNC(C)=O.CNC(C)=O.CNC(C)=O.CNC(C)=O

---

5.
The following is a DFT calculation (ωB97M-V/def2-TZVPD) of the molecule C4H5NO2 in a non-equilibrium geometry.

Last column: Löwdin charge in e.
Geometry (Å):
1 O 0.20 -0.13 2.32  -0.08
2 C -0.64 0.42 1.29  -0.21
3 C -0.19 -0.01 -0.06  -0.20
4 C 0.76 0.59 -0.83  -0.02
5 O 0.86 -0.17 -1.95  0.04
6 C -0.05 -1.10 -1.91  -0.25
7 N -0.69 -1.12 -0.82  0.14
8 H 1.06 0.38 2.37  0.11
9 H -0.81 1.46 1.37  0.10
10 H -1.64 0.06 1.63  0.13
11 H 1.31 1.46 -0.73  0.10
12 H -0.16 -1.83 -2.68  0.14

Values from the calculation:
E: -360.610665 Ha
total charge: 0
frontier orbital gap: 10.40 eV
relative energy (zero: lowest compared OMol25 entry of this formula, charge and spin): 36.9 kcal/mol
multiplicity: 1
SMILES string: OCc1cocn1

---

6.
The following is a DFT calculation (ωB97M-V/def2-TZVPD) of the molecule C14H11NO4 in a non-equilibrium geometry.

Last column: Löwdin charge in e.
Geometry (Å):
1 C -2.45 -0.33 3.34  0.12
2 C -1.85 -1.09 2.64  -0.15
3 C -1.02 -1.91 1.77  -0.20
4 C -1.61 -2.08 0.37  -0.17
5 C -2.02 -0.76 -0.29  -0.11
6 C -0.82 -0.05 -0.81  -0.06
7 C -0.35 1.12 -0.37  -0.09
8 O -0.94 1.86 0.66  0.10
9 C -2.04 2.46 0.28  -0.32
10 N -3.04 2.93 -0.01  0.19
11 C 0.89 1.66 -0.99  -0.28
12 O 1.06 2.83 -1.24  0.17
13 C 1.89 0.61 -1.35  -0.14
14 C 3.34 0.92 -1.17  -0.08
15 C 3.59 1.41 0.23  -0.23
16 O 2.75 1.34 1.10  0.08
17 C 1.43 -0.56 -1.82  0.09
18 C -0.04 -0.71 -1.92  -0.33
19 O -0.60 -1.29 -2.82  0.14
20 H -2.99 0.39 3.90  0.03
21 H -0.02 -1.49 1.73  0.12
22 H -0.92 -2.90 2.21  0.12
23 H -0.85 -2.55 -0.25  0.11
24 H -2.45 -2.78 0.38  0.12
25 H -2.66 -1.00 -1.14  0.13
26 H -2.57 -0.14 0.41  0.10
27 H 3.90 -0.01 -1.27  0.13
28 H 3.72 1.63 -1.90  0.13
29 H 4.58 1.84 0.46  0.13
30 H 2.08 -1.37 -2.11  0.13

Values from the calculation:
E: -895.644352 Ha
total charge: 0
frontier orbital gap: 9.00 eV
multiplicity: 1
SMILES string: C#CCCCC1=C(OC#N)C(=O)C(CC=O)=CC1=O

---

7.
The following is a DFT calculation (ωB97M-V/def2-TZVPD) of the molecule C3H6F2O in a non-equilibrium geometry.

Last column: Löwdin charge in e.
Geometry (Å):
1 O 0.04 1.67 -0.20  -0.15
2 C 1.05 0.77 0.40  -0.19
3 C 0.47 -0.63 0.49  -0.27
4 F 1.10 -1.13 -0.71  -0.07
5 C -1.11 -0.69 0.53  -0.18
6 F -1.51 0.04 -0.48  -0.01
7 H -0.45 1.18 -1.01  0.15
8 H 0.97 1.21 1.50  0.16
9 H 2.04 0.61 -0.14  0.14
10 H 0.95 -1.03 1.35  0.12
11 H -1.17 -1.89 0.48  0.17
12 H -1.41 -0.30 1.49  0.12

Values from the calculation:
E: -392.777511 Ha
total charge: 0
frontier orbital gap: 10.90 eV
relative energy (zero: lowest compared OMol25 entry of this formula, charge and spin): 57.8 kcal/mol
multiplicity: 1
SMILES string: OC[C@H](F)CF

---

8.
The following is a DFT calculation (ωB97M-V/def2-TZVPD) of a structure of composition C26H69BBeF4N3O14 in a non-equilibrium geometry.

Last column: Löwdin charge in e.
Geometry (Å):
1 Be -2.55 -2.01 1.03  1.11
2 B 0.78 0.36 -0.69  -1.40
3 F -0.52 0.83 -0.47  0.07
4 F 1.58 1.16 -0.01  0.18
5 F 0.92 -0.86 -0.11  0.12
6 F 1.19 0.35 -2.06  0.06
7 C 2.41 -7.28 1.05  -0.11
8 O 1.62 -8.18 0.27  -0.19
9 C 2.04 -7.98 -1.16  -0.13
10 C 1.27 -9.04 -2.02  -0.21
11 N -0.11 -9.29 -1.77  -0.02
12 C -0.70 -10.23 -2.71  -0.17
13 C -2.09 -10.76 -2.19  -0.18
14 O -2.03 -11.05 -0.81  -0.19
15 C -3.22 -11.04 -0.09  -0.12
16 H 3.41 -7.07 0.67  0.09
17 H 2.55 -7.58 2.09  0.08
18 H 1.77 -6.39 1.12  0.08
19 H 3.09 -8.29 -1.17  0.12
20 H 1.91 -7.02 -1.66  0.12
21 H 1.84 -9.94 -1.77  0.13
22 H 1.33 -8.89 -3.09  0.13
23 H -0.10 -9.72 -0.86  0.12
24 H 0.01 -11.05 -2.83  0.12
25 H -0.85 -9.70 -3.65  0.13
26 H -2.34 -11.68 -2.71  0.12
27 H -2.74 -9.95 -2.54  0.12
28 H -3.13 -11.30 0.96  0.08
29 H -3.89 -11.84 -0.43  0.09
30 H -3.64 -10.03 -0.02  0.09
31 C -5.04 0.42 -1.63  -0.13
32 O -4.82 0.51 -0.27  -0.22
33 C -5.99 0.94 0.47  -0.16
34 C -6.17 0.20 1.90  -0.13
35 N -4.92 0.05 2.65  0.00
36 C -4.20 1.28 2.77  -0.19
37 C -2.94 1.12 3.62  -0.20
38 O -2.27 -0.12 3.48  -0.24
39 C -1.19 -0.33 4.38  -0.08
40 H -5.56 -0.49 -1.94  0.10
41 H -3.99 0.43 -1.91  0.10
42 H -5.38 1.30 -2.17  0.10
43 H -7.00 0.78 0.09  0.12
44 H -5.92 2.03 0.51  0.12
45 H -6.81 -0.68 1.80  0.12
46 H -6.73 0.78 2.62  0.13
47 H -5.17 -0.12 3.62  0.13
48 H -4.79 1.97 3.37  0.14
49 H -3.99 1.77 1.82  0.13
50 H -3.17 1.36 4.65  0.13
51 H -2.24 1.92 3.36  0.14
52 H -1.50 -0.32 5.43  0.10
53 H -0.28 0.26 4.24  0.10
54 H -0.89 -1.36 4.19  0.08
55 C 1.29 7.96 1.80  -0.11
56 O 1.28 9.12 2.61  -0.17
57 C 1.62 10.27 1.86  -0.22
58 C 1.08 11.49 2.58  -0.19
59 N 1.79 11.70 3.86  -0.03
60 C 1.21 12.73 4.59  -0.25
61 C 1.81 12.83 5.95  -0.18
62 O 1.79 11.56 6.68  -0.17
63 C 1.75 11.81 8.01  -0.18
64 H 2.23 7.45 1.57  0.08
65 H 0.90 8.24 0.83  0.08
66 H 0.77 7.08 2.19  0.08
67 H 1.37 10.27 0.80  0.12
68 H 2.68 10.42 2.03  0.13
69 H 0.00 11.60 2.68  0.12
70 H 1.32 12.30 1.89  0.12
71 H 1.66 10.87 4.42  0.11
72 H 0.13 12.63 4.63  0.13
73 H 1.63 13.61 4.09  0.14
74 H 1.14 13.57 6.40  0.12
75 H 2.83 13.19 6.06  0.13
76 H 2.70 12.02 8.51  0.09
77 H 1.52 10.82 8.41  0.09
78 H 1.01 12.53 8.36  0.09
79 C -0.25 3.47 -7.20  -0.17
80 C -0.70 4.21 -8.53  -0.22
81 O -2.11 4.09 -8.51  -0.07
82 O -1.13 3.89 -6.07  -0.11
83 H 0.82 3.53 -6.98  0.11
84 H -0.47 2.41 -7.27  0.11
85 H -0.20 3.66 -9.33  0.11
86 H -0.39 5.26 -8.51  0.11
87 H -2.23 3.82 -7.59  0.05
88 H -0.58 3.97 -5.28  0.08
89 C -2.77 -5.48 4.87  -0.27
90 C -1.64 -6.26 4.05  -0.21
91 O -1.27 -5.53 2.87  -0.10
92 O -3.70 -5.12 3.98  -0.06
93 H -2.37 -4.57 5.34  0.12
94 H -3.21 -6.07 5.67  0.12
95 H -1.88 -7.27 3.71  0.11
96 H -0.76 -6.46 4.66  0.11
97 H -0.54 -6.04 2.52  0.07
98 H -4.36 -5.80 3.87  0.11
99 C 7.32 -0.09 -1.07  -0.28
100 C 6.80 1.29 -0.77  -0.27
101 O 6.38 1.45 0.52  -0.05
102 O 6.47 -0.93 -1.77  -0.05
103 H 7.46 -0.55 -0.08  0.12
104 H 8.30 -0.06 -1.53  0.12
105 H 5.95 1.55 -1.40  0.13
106 H 7.69 1.91 -0.87  0.12
107 H 5.42 1.49 0.64  0.09
108 H 5.60 -0.59 -1.57  0.08
109 C 3.52 -3.82 -8.18  -0.27
110 C 2.59 -3.70 -6.95  -0.22
111 O 1.47 -4.59 -7.07  -0.08
112 O 2.92 -3.81 -9.43  -0.06
113 H 3.98 -4.80 -8.31  0.12
114 H 4.24 -3.01 -8.03  0.12
115 H 2.25 -2.67 -6.96  0.11
116 H 3.17 -3.89 -6.04  0.12
117 H 1.11 -4.48 -7.95  0.07
118 H 2.72 -4.71 -9.68  0.09

Values from the calculation:
E: -2687.969677 Ha
total charge: +1
frontier orbital gap: 0.94 eV
multiplicity: 1